DFT (the ωB97M-V functional and the def2-TZVPD basis) results for a 7-piece molecular cluster, C16H43NO10S2 overall in a non-equilibrium geometry.

Bonds (Å) are listed after each position.
Geometry (Å):
1 C -2.8803 15.6015 -20.1831  C2 1.544, H4 1.090, H5 1.090, H6 1.090
2 C -3.9107 16.5355 -19.5126  C1 1.544, O3 1.430, H7 1.090, H8 1.090
3 O -4.6232 15.6408 -18.6545  C2 1.430, H9 0.960
4 H -2.0996 15.3818 -19.4548  C1 1.090
5 H -2.4240 16.0861 -21.0462  C1 1.090
6 H -3.1883 14.6312 -20.5727  C1 1.090
7 H -4.6057 16.9851 -20.2217  C2 1.090
8 H -3.4341 17.3703 -18.9986  C2 1.090
9 H -4.8458 14.9326 -19.2632  O3 0.960
10 C 1.2280 19.0838 -20.0373  C11 1.573, H13 1.090, H14 1.090, H15 1.090
11 C 0.8757 20.0254 -18.8275  C10 1.573, O12 1.382, H16 1.090, H17 1.090
12 O -0.4548 19.8356 -18.5072  C11 1.382, H18 0.960
13 H 1.0439 18.0622 -19.7048  C10 1.090
14 H 2.2931 19.1613 -20.2554  C10 1.090
15 H 0.6795 19.1882 -20.9735  C10 1.090
16 H 1.0395 21.0789 -19.0542  C11 1.090
17 H 1.4609 19.8567 -17.9235  C11 1.090
18 H -0.5007 19.1773 -17.8100  O12 0.960
19 C 1.9843 15.2088 -15.9833  C20 1.532, H22 1.090, H23 1.090, H24 1.090
20 C 1.2567 15.9263 -14.8413  C19 1.532, O21 1.425, H25 1.090, H26 1.090
21 O 0.1028 16.5669 -15.3790  C20 1.425, H27 0.960
22 H 1.3568 14.4462 -16.4446  C19 1.090
23 H 2.9257 14.8291 -15.5862  C19 1.090
24 H 2.1750 15.9855 -16.7239  C19 1.090
25 H 1.8260 16.7090 -14.3398  C20 1.090
26 H 1.0097 15.2588 -14.0158  C20 1.090
27 H -0.6331 15.9553 -15.3011  O21 0.960
28 C -5.1245 24.4990 -18.3798  C29 1.534, H31 1.090, H32 1.090, H33 1.090
29 C -3.9826 23.5104 -18.6491  C28 1.534, O30 1.423, H34 1.090, H35 1.090
30 O -3.5401 22.9371 -17.4242  C29 1.423, H36 0.960
31 H -5.4151 24.9706 -19.3185  C28 1.090
32 H -4.8791 25.2524 -17.6312  C28 1.090
33 H -6.0333 24.0313 -18.0012  C28 1.090
34 H -3.1448 23.9030 -19.2254  C29 1.090
35 H -4.3304 22.6880 -19.2742  C29 1.090
36 H -3.0101 22.1495 -17.5674  O30 0.960
37 C 6.7885 18.1384 -20.9478  C38 1.470, H40 1.090, H41 1.090, H42 1.090
38 C 6.5201 17.3616 -19.7289  C37 1.470, N39 1.154
39 N 6.3825 16.6724 -18.8137  C38 1.154
40 H 7.1702 17.4199 -21.6732  C37 1.090
41 H 7.4591 18.9818 -20.7830  C37 1.090
42 H 5.9012 18.7154 -21.2082  C37 1.090
43 O 5.4835 22.2877 -18.1404  S44 1.449
44 S 6.4275 21.8565 -17.1286  O43 1.449, O45 1.429, O46 1.692, C49 1.861
45 O 7.6871 21.3253 -17.5448  S44 1.429
46 O 6.6263 23.1305 -16.0329  S44 1.692, C47 1.444
47 C 7.6556 22.9586 -15.0341  O46 1.444, C48 1.508, H50 1.090, H51 1.090
48 C 8.9764 23.5617 -15.4402  C47 1.508, H52 1.090, H53 1.090, H54 1.090
49 C 5.5317 20.6137 -16.0723  S44 1.861, H55 1.090, H56 1.090, H57 1.090
50 H 7.8350 21.9128 -14.7849  C47 1.090
51 H 7.3730 23.5351 -14.1532  C47 1.090
52 H 9.1051 23.1816 -16.4536  C48 1.090
53 H 9.7827 23.1325 -14.8454  C48 1.090
54 H 8.7917 24.6344 -15.3831  C48 1.090
55 H 5.1822 19.9002 -16.8184  C49 1.090
56 H 4.7936 21.0856 -15.4238  C49 1.090
57 H 6.1669 20.0128 -15.4215  C49 1.090
58 O 4.0706 24.0622 -24.7911  S59 1.448
59 S 3.2103 25.1338 -24.3357  O58 1.448, O60 1.458, O61 1.641, C64 1.830
60 O 3.0534 26.3642 -25.1020  S59 1.458
61 O 1.7132 24.5297 -24.0433  S59 1.641, C62 1.398
62 C 1.5867 23.2298 -23.5440  O61 1.398, C63 1.547, H65 1.090, H66 1.090
63 C 0.0751 23.2590 -23.2168  C62 1.547, H67 1.090, H68 1.090, H69 1.090
64 C 3.6692 25.4584 -22.5945  S59 1.830, H70 1.090, H71 1.090, H72 1.090
65 H 2.1471 23.0788 -22.6214  C62 1.090
66 H 1.9580 22.4761 -24.2385  C62 1.090
67 H -0.5044 23.6386 -24.0583  C63 1.090
68 H -0.0742 23.8680 -22.3252  C63 1.090
69 H -0.1255 22.2144 -22.9788  C63 1.090
70 H 2.8214 26.0692 -22.2842  C64 1.090
71 H 4.6443 25.9378 -22.5083  C64 1.090
72 H 3.7536 24.5097 -22.0645  C64 1.090

Frontier orbital gap in eV: 10.2089
SMILES: CCOS(C)(=O)=O.CCOS(C)(=O)=O.CC#N.CCO.CCO.CCO.CCO
Maximum force in eV Å⁻¹: 3.437
Lowest unoccupied orbital energy in eV: 0.169